1.
A cluster of 3 separate species, C18H54N6O5P3 in total in a non-equilibrium geometry, computed with wB97M-V/def2-TZVPD.

Output
Total charge: -1
Calculated total energy in eV: -66571.5072
LUMO in Eh: 0.0194
HOMO level in eV: -2.949

Geometry (Å):
C1 -2.11 0.22 2.17
C2 -1.81 -1.23 1.45
P1 -1.22 -1.11 -0.36
C3 0.16 -2.43 -0.06
O1 1.42 -1.69 0.09
C4 1.92 -1.70 1.47
O2 1.30 -0.70 2.36
C5 1.58 0.68 1.90
C6 2.29 1.56 3.09
O3 2.95 2.72 2.42
H1 -3.22 0.16 2.59
H2 -1.39 0.32 3.12
H3 -1.91 1.15 1.49
H4 -1.05 -1.81 2.17
H5 -2.79 -1.91 1.46
H6 -0.27 -0.05 -0.06
H7 -0.74 -1.05 -1.75
H8 -2.15 -2.13 -0.81
H9 -2.18 -0.06 -0.66
H10 -0.08 -3.19 0.79
H11 0.22 -3.05 -1.07
H12 3.07 -1.41 1.41
H13 1.91 -2.78 1.98
H14 2.14 0.73 0.86
H15 0.51 1.18 1.72
H16 3.09 0.83 3.61
H17 1.52 2.00 3.86
H18 3.43 2.34 1.61
O4 -4.46 -3.88 -1.80
P2 -5.32 -5.16 -1.87
N1 -6.58 -4.49 -1.01
C7 -6.91 -4.51 0.39
C8 -7.44 -3.56 -1.74
N2 -4.16 -6.08 -1.01
C9 -4.23 -6.58 0.35
C10 -2.75 -5.75 -1.31
N3 -6.31 -6.64 -1.95
C11 -7.20 -7.24 -1.01
C12 -5.85 -7.58 -2.97
H19 -7.99 -4.71 0.52
H20 -6.68 -3.57 0.89
H21 -6.42 -5.31 0.94
H22 -8.21 -4.12 -2.29
H23 -6.87 -2.97 -2.46
H24 -7.95 -2.84 -1.09
H25 -4.51 -5.81 1.07
H26 -3.26 -6.97 0.70
H27 -4.88 -7.45 0.42
H28 -2.41 -4.91 -0.70
H29 -2.62 -5.50 -2.36
H30 -2.09 -6.61 -1.12
H31 -6.82 -7.29 0.02
H32 -7.46 -8.28 -1.26
H33 -8.16 -6.71 -0.97
H34 -5.08 -8.25 -2.56
H35 -5.42 -7.05 -3.82
H36 -6.67 -8.19 -3.36
O5 4.40 4.47 -1.42
P3 5.13 5.20 -0.26
N4 3.87 6.27 -0.01
C13 3.63 7.60 -0.51
C14 2.72 5.75 0.71
N5 6.42 5.69 -1.28
C15 6.72 7.02 -1.78
C16 6.81 4.71 -2.31
N6 5.97 6.04 1.07
C17 6.01 7.42 1.45
C18 7.10 5.28 1.60
H37 3.29 8.25 0.31
H38 2.87 7.61 -1.29
H39 4.52 8.10 -0.89
H40 2.89 5.81 1.79
H41 2.53 4.70 0.45
H42 1.79 6.30 0.48
H43 5.85 7.50 -2.24
H44 7.48 7.00 -2.57
H45 7.16 7.64 -1.01
H46 6.19 4.80 -3.21
H47 6.74 3.69 -1.93
H48 7.86 4.85 -2.61
H49 6.14 8.12 0.62
H50 6.82 7.65 2.16
H51 5.08 7.70 1.97
H52 8.01 5.49 1.03
H53 6.90 4.21 1.54
H54 7.28 5.51 2.66

2.
An isolated molecule of C3H3NOS3 in a non-equilibrium geometry, computed with wB97M-V/def2-TZVPD.

Output
Calculated total energy in eV: -39201.0516
LUMO in Eh: 0.0106
HOMO level in eV: -8.227

Geometry (Å):
C1 1.11 0.55 0.09
C2 0.70 1.86 -0.03
C3 -1.13 0.60 -0.03
H1 3.27 1.00 0.09
H2 1.21 2.83 -0.12
H3 -1.46 -1.92 0.62
N1 -0.06 -0.22 0.07
O1 -0.69 1.91 0.04
S1 2.71 -0.20 -0.03
S2 -2.71 0.00 -0.03
S3 -0.08 -1.90 -0.04

3.
An isolated molecule of C9H16N2O5 in a non-equilibrium geometry, computed with wB97M-V/def2-TZVPD.

Output
Calculated total energy in eV: -22809.4539
LUMO in Eh: 0.0043
HOMO level in eV: -9.537

Geometry (Å):
C1 -1.99 -0.63 0.82
C2 -0.62 -0.41 0.19
C3 -1.64 -1.21 2.23
C4 -0.84 -0.23 3.06
C5 0.43 0.12 -1.88
C6 1.73 -0.59 -1.77
C7 0.54 1.62 -1.51
C8 1.81 2.00 -0.76
C9 0.45 2.53 -2.84
H1 -3.76 -1.36 -0.08
H2 -2.77 -2.49 0.37
H3 -2.50 0.34 0.85
H4 -1.07 -2.10 2.21
H5 -2.55 -1.51 2.86
H6 -2.19 1.08 2.84
H7 -1.59 -0.61 -1.36
H8 0.15 0.06 -2.91
H9 -0.26 1.79 -0.85
H10 2.10 1.37 0.10
H11 1.78 3.05 -0.37
H12 2.60 1.96 -1.58
H13 0.82 3.53 -2.67
H14 0.95 2.00 -3.65
H15 -0.60 2.59 -3.10
H16 2.64 -1.99 -1.31
N1 -2.76 -1.51 -0.11
N2 -0.63 -0.58 -1.10
O1 0.40 0.01 0.72
O2 0.25 -0.53 3.33
O3 -1.35 1.00 3.32
O4 2.90 -0.17 -1.95
O5 1.65 -1.86 -1.41